{"formula": "C3H10N2O", "method": "ωB97M-V with the def2-TZVPD basis set", "elements": ["C", "N", "C", "O", "C", "N", "H", "H", "H", "H", "H", "H", "H", "H", "H", "H"], "positions_angstrom": [[0.71918, -0.23145, -0.73181], [-0.56921, -0.09553, -0.03801], [-1.14871, -1.38569, 0.21130], [-2.15899, -1.31270, 1.21473], [1.38281, 1.05734, -1.07837], [1.56841, 2.00005, 0.09520], [0.57217, -0.87625, -1.60459], [1.51770, -0.66567, -0.03067], [0.08336, 0.26059, 1.67863], [-1.67533, -1.75477, -0.69865], [-0.46280, -2.12587, 0.55201], [-1.89213, -0.44055, 1.56068], [2.45282, 0.97115, -1.36594], [1.00506, 1.77698, -1.80992], [2.31899, 1.75685, 0.72894], [0.72688, 1.74599, 0.65737]], "lowdin_charge": [-0.30, 0.00, -0.39, -0.08, -0.29, -0.03, 0.12, 0.13, 0.26, 0.14, 0.10, 0.05, 0.11, 0.10, 0.05, 0.01], "homo_ev": -9.439, "charge": 0, "homo_lumo_gap_ev": 8.1, "multiplicity": 1}

{"formula": "C4H3F3O", "method": "ωB97M-V with the def2-TZVPD basis set", "elements": ["C", "C", "C", "C", "O", "F", "F", "F", "H", "H", "H"], "positions_angstrom": [[-1.13445, -0.11096, 0.41113], [-0.15701, 1.13624, 0.09864], [0.04886, -1.06927, 0.16208], [0.88375, 0.08415, -0.48565], [-2.31724, -0.25505, 0.54833], [-0.65817, 2.08061, -0.67633], [-0.12115, -2.14024, -0.67383], [2.06068, 0.25149, 0.12349], [0.15531, 1.43550, 1.11018], [0.38384, -1.54541, 1.02077], [0.85558, 0.13292, -1.63881]], "lowdin_charge": [-0.22, -0.20, -0.18, -0.19, 0.16, 0.07, 0.02, 0.04, 0.17, 0.14, 0.20], "homo_ev": -10.080, "charge": 0, "homo_lumo_gap_ev": 10.1, "multiplicity": 1, "smiles": "O=C1[C@@H](F)[C@H](F)[C@H]1F"}

{"formula": "C26H20N8PdSe", "method": "ωB97M-V with the def2-TZVPD basis set", "elements": ["Pd", "C", "C", "N", "C", "C", "N", "C", "C", "C", "C", "C", "N", "C", "C", "N", "C", "C", "N", "C", "C", "C", "N", "C", "C", "H", "H", "H", "H", "H", "H", "H", "H", "H", "H", "H", "H", "C", "N", "C", "Se", "N", "C", "C", "C", "C", "C", "C", "H", "H", "H", "H", "H", "H", "H", "H"], "positions_angstrom": [[-0.31684, -0.41556, 0.65634], [0.42881, -4.21081, 2.88063], [-0.23812, -3.17731, 2.20428], [0.49036, -2.27816, 1.52476], [1.79238, -2.45126, 1.43642], [2.38287, -3.51051, 2.08481], [1.74826, -4.31383, 2.91110], [2.53546, -1.36697, 0.82471], [3.96893, -1.28585, 0.93811], [4.61530, -0.28547, 0.23856], [3.77591, 0.67244, -0.47705], [2.33129, 0.53013, -0.42509], [1.84562, -0.42800, 0.22272], [1.49143, 1.56366, -1.00076], [1.85166, 2.43068, -2.05242], [1.06758, 3.31164, -2.68195], [-0.14434, 3.39012, -2.25370], [-0.59964, 2.47987, -1.21388], [0.22739, 1.56252, -0.62776], [6.08430, 0.10553, 0.07951], [6.98139, -0.81402, -0.55101], [8.38810, -0.59804, -0.73899], [8.70293, 0.71789, -0.56744], [7.93760, 1.60455, 0.18300], [6.61988, 1.30299, 0.53516], [-0.17861, -4.99306, 3.56233], [-1.30017, -3.08646, 2.08314], [3.41201, -3.75908, 1.92495], [4.58490, -1.85600, 1.52753], [4.31443, 1.48217, -0.94403], [2.90824, 2.24525, -2.32039], [-0.72969, 4.30029, -2.58419], [-1.64169, 2.51415, -0.81119], [6.50642, -1.59385, -1.20350], [9.09711, -0.94278, -1.47159], [8.43686, 2.25751, 0.83708], [6.19852, 2.08647, 1.13436], [-5.31147, -1.70887, -1.72985], [-5.30973, -0.71246, -0.79240], [-4.21147, -0.40355, 0.01503], [-2.59522, -1.38648, -0.17338], [-4.45473, 0.83789, 0.70264], [-5.79776, 1.08465, 0.51726], [-6.51568, 2.10895, 1.13795], [-7.80848, 2.38519, 0.76266], [-8.38794, 1.49526, -0.44598], [-7.58035, 0.54945, -1.05188], [-6.23196, 0.24817, -0.49493], [-6.11070, -1.45057, -2.45405], [-5.47190, -2.70112, -1.38393], [-4.42194, -1.77945, -2.38861], [-3.56878, 1.06225, 1.20652], [-5.95089, 2.73607, 1.81711], [-8.48618, 3.19578, 1.05419], [-9.48833, 1.46550, -0.38896], [-7.87338, -0.21750, -1.77396]], "lowdin_charge": [0.51, -0.01, -0.02, 0.02, -0.19, -0.01, 0.16, -0.10, 0.15, -0.06, 0.19, -0.18, 0.08, -0.20, 0.01, 0.15, -0.03, 0.01, 0.05, -0.12, 0.09, 0.05, 0.27, 0.06, 0.05, 0.20, 0.09, 0.14, 0.12, 0.13, 0.13, 0.17, 0.13, 0.17, 0.16, 0.15, 0.15, -0.06, -0.07, -0.55, 0.82, 0.16, -0.16, 0.00, 0.10, 0.08, 0.05, -0.08, 0.13, 0.12, 0.11, 0.17, 0.13, 0.14, 0.14, 0.12], "homo_ev": [-18.569, -18.729], "charge": 4, "s2": 6.109, "homo_lumo_gap_ev": [6.5, 3.3], "multiplicity": 5}

{"formula": "C6H4F5O2", "method": "ωB97M-V with the def2-TZVPD basis set", "elements": ["C", "C", "C", "C", "C", "C", "O", "O", "F", "F", "F", "F", "F", "H", "H", "H", "H"], "positions_angstrom": [[1.22218, 1.86076, -0.10022], [0.24807, 0.75081, 0.61430], [0.30084, -0.74055, 0.43828], [-0.81561, -0.17380, -0.47288], [1.61375, -1.03653, -0.15366], [-2.25956, -0.28376, -0.07631], [1.35928, 2.84067, 0.60815], [1.62556, 1.55303, -1.22403], [0.00329, -1.45996, 1.52296], [-0.72525, 0.05763, -1.83087], [-2.91540, 0.84416, -0.53357], [-2.83837, -1.35847, -0.81169], [-2.49069, -0.52686, 1.23051], [-0.17756, 0.97262, 1.55998], [2.33061, -0.84689, 0.66243], [1.81466, -0.38514, -1.03281], [1.70419, -2.06773, -0.40057]], "lowdin_charge": [-0.71, 0.08, -0.50, -0.14, -0.01, -0.46, -0.03, -0.05, 0.08, 0.07, 0.10, 0.05, 0.14, 0.11, 0.11, 0.09, 0.06], "homo_ev": -4.901, "charge": -1, "homo_lumo_gap_ev": 8.6, "multiplicity": 1, "smiles": "C[C@@]1(F)[C@@H](C(=O)[O-])[C@]1(F)C(F)(F)F"}

{"formula": "C11H13FN2O3S", "method": "ωB97M-V with the def2-TZVPD basis set", "elements": ["C", "C", "C", "N", "C", "O", "C", "N", "S", "O", "O", "C", "C", "C", "C", "C", "C", "H", "H", "F", "H", "H", "H", "H", "H", "H", "H", "H", "H", "H", "H"], "positions_angstrom": [[1.29093, -1.07713, 2.74163], [1.09329, 0.20019, 3.01073], [1.23792, 1.33677, 2.04292], [1.85337, 0.97262, 0.78727], [1.24892, 1.17783, -0.39497], [0.17209, 1.72743, -0.50963], [2.04444, 0.70400, -1.61328], [1.17723, -0.14464, -2.39950], [0.50956, -1.44367, -1.57537], [0.30440, -2.47467, -2.54871], [1.32083, -1.74085, -0.42334], [-1.06989, -0.80492, -1.05153], [-1.91622, -0.31013, -2.02398], [-3.13793, 0.22120, -1.65364], [-3.47060, 0.23706, -0.30877], [-2.63024, -0.26474, 0.67011], [-1.41041, -0.79363, 0.28578], [-0.71648, -1.18429, 1.01269], [-2.92877, -0.23024, 1.70575], [-4.65668, 0.75514, 0.05902], [-3.82409, 0.62575, -2.38043], [-1.60597, -0.34195, -3.05522], [1.56239, -0.43441, -3.28511], [2.30789, 1.57997, -2.21248], [2.95830, 0.18250, -1.29975], [2.67068, 0.38562, 0.83785], [1.82983, 2.13243, 2.51576], [0.25300, 1.75159, 1.80034], [0.80103, 0.51718, 4.00368], [1.16514, -1.83052, 3.50075], [1.56604, -1.43150, 1.76142]], "lowdin_charge": [0.00, -0.15, -0.18, 0.07, -0.51, 0.07, -0.14, -0.12, 0.67, -0.28, -0.29, -0.29, -0.05, 0.02, -0.26, 0.02, -0.05, 0.10, 0.12, 0.07, 0.12, 0.12, 0.11, 0.14, 0.12, 0.14, 0.12, 0.12, 0.10, 0.06, 0.03], "homo_ev": -9.431, "charge": 0, "homo_lumo_gap_ev": 10.0, "multiplicity": 1, "smiles": "C=CCNC(=O)CNS(=O)(=O)c1ccc(F)cc1"}

{"formula": "C10H23N4", "method": "ωB97M-V with the def2-TZVPD basis set", "elements": ["C", "C", "C", "C", "C", "C", "C", "C", "C", "C", "N", "N", "N", "N", "H", "H", "H", "H", "H", "H", "H", "H", "H", "H", "H", "H", "H", "H", "H", "H", "H", "H", "H", "H", "H", "H", "H"], "positions_angstrom": [[1.60058, -0.32297, 3.19286], [1.91279, -1.23578, 2.00868], [0.14097, 0.00592, 3.25004], [-0.52663, 1.74466, -2.57497], [1.60176, -0.42413, 0.77458], [-0.34220, 0.63889, 1.94249], [0.10962, 1.41780, -1.27777], [-0.52459, 0.56032, -3.45390], [0.07750, -0.16972, 0.73942], [-0.57465, 0.43887, -0.41226], [-0.15547, -1.20496, -1.80314], [-1.90601, 0.30697, -0.50736], [-0.81485, -2.35322, -1.45412], [-1.12009, -0.58066, -2.82845], [1.90292, -0.84145, 4.18191], [2.38903, 0.55363, 3.19147], [3.05847, -1.64414, 2.13994], [1.13374, -2.02635, 1.95255], [-0.45003, -0.94310, 3.26187], [-0.14973, 0.57120, 4.20256], [-1.52218, 2.11217, -2.47761], [-0.00676, 2.53063, -2.97589], [2.10605, 0.55172, 0.71627], [1.78799, -0.87434, -0.23528], [-1.37579, 0.67889, 2.01165], [-0.09310, 1.63356, 1.84008], [1.10827, 1.04651, -1.56609], [0.35079, 2.21744, -0.48386], [-1.14957, 0.81759, -4.31217], [0.50007, 0.44704, -3.79440], [-0.34466, -1.20065, 0.77290], [-2.34461, 0.19243, 0.42951], [-2.37947, 1.19748, -0.87858], [-1.48311, -2.26934, -0.73783], [-0.22101, -3.16806, -1.38141], [-1.86148, -0.40600, -2.19917], [-1.51015, -1.24606, -3.52411]], "lowdin_charge": [-0.25, -0.20, -0.19, -0.18, -0.17, -0.16, -0.12, -0.15, -0.30, -0.32, -0.07, 0.13, -0.01, 0.01, 0.13, 0.15, 0.18, 0.11, 0.13, 0.15, 0.11, 0.11, 0.12, 0.12, 0.08, 0.10, 0.14, 0.18, 0.14, 0.15, 0.14, 0.14, 0.17, 0.05, 0.10, 0.09, 0.19], "homo_ev": -11.953, "charge": 1, "homo_lumo_gap_ev": 9.2, "multiplicity": 1}

{"formula": "C21H18F6N5O3PTi", "method": "ωB97M-V with the def2-TZVPD basis set", "elements": ["Ti", "O", "C", "N", "C", "C", "C", "C", "C", "C", "N", "C", "O", "C", "C", "C", "C", "C", "N", "C", "C", "C", "C", "C", "N", "H", "H", "H", "H", "H", "H", "H", "H", "H", "H", "H", "H", "N", "C", "O", "C", "C", "H", "H", "H", "H", "H", "H", "F", "P", "F", "F", "F", "F", "F"], "positions_angstrom": [[0.08221, -0.04168, 0.08716], [-2.89089, 1.96944, 2.22124], [-1.87046, 1.68536, 1.62627], [-1.38446, 0.44001, 1.35639], [-1.97449, -0.69680, 1.97401], [-2.62465, -0.72133, 3.20071], [-3.05574, -1.93354, 3.71465], [-2.83293, -3.11350, 3.01588], [-2.17461, -3.09048, 1.79607], [-1.74946, -1.87437, 1.28222], [-0.96897, -1.70469, 0.09881], [-1.07437, -2.61821, -0.92183], [-1.93770, -3.45158, -1.08058], [0.11447, -2.54595, -1.83681], [0.30025, -3.42103, -2.88815], [1.49699, -3.34993, -3.58169], [2.45473, -2.42315, -3.19382], [2.16388, -1.56278, -2.15045], [1.00312, -1.61901, -1.49945], [-0.94234, 2.76684, 1.16057], [-1.18232, 4.09466, 1.45487], [-0.20345, 5.01728, 1.12993], [0.97275, 4.57281, 0.54413], [1.11155, 3.22588, 0.26033], [0.15334, 2.34082, 0.54093], [-2.79738, 0.19822, 3.73700], [-3.56972, -1.95168, 4.66734], [-3.16929, -4.05779, 3.42425], [-1.99893, -4.00356, 1.24782], [-0.47572, -4.13915, -3.11348], [1.69434, -4.02334, -4.40604], [3.41810, -2.36445, -3.68185], [2.86911, -0.82337, -1.79950], [-2.10706, 4.35530, 1.95042], [-0.34232, 6.06750, 1.35349], [1.78283, 5.25201, 0.31564], [2.01576, 2.83417, -0.18297], [1.94844, 1.93329, -3.12475], [1.05932, 1.46182, -2.25319], [1.45350, 0.88513, -1.22079], [-0.40602, 1.62960, -2.46509], [-1.13804, 0.65525, -1.55431], [2.93253, 1.83131, -2.94241], [1.64584, 2.38944, -3.96628], [-0.64662, 1.52169, -3.52664], [-0.62343, 2.67126, -2.20373], [-1.44613, -0.23081, -2.10646], [-2.03895, 1.10045, -1.14260], [1.33265, -1.78354, 1.57882], [2.47763, -0.76335, 2.14537], [3.57177, -1.90607, 2.14393], [3.49997, 0.35919, 2.60559], [2.02936, -1.04497, 3.63334], [2.78585, -0.40764, 0.57731], [1.25614, 0.40903, 1.99837]], "lowdin_charge": [1.22, 0.09, -0.44, -0.01, -0.19, -0.01, -0.08, -0.08, -0.01, -0.20, -0.03, -0.44, 0.10, -0.18, 0.02, -0.04, -0.03, -0.10, 0.08, -0.17, 0.03, -0.04, -0.03, -0.09, 0.07, 0.11, 0.10, 0.10, 0.11, 0.13, 0.11, 0.11, 0.11, 0.13, 0.11, 0.11, 0.12, 0.23, -0.50, -0.15, -0.15, -0.16, 0.13, 0.12, 0.12, 0.13, 0.06, 0.07, -0.16, 0.18, -0.10, -0.11, -0.10, -0.18, -0.22], "homo_ev": -7.673, "charge": 0, "homo_lumo_gap_ev": 7.1, "multiplicity": 1}

{"formula": "C3H9NO", "method": "ωB97M-V with the def2-TZVPD basis set", "elements": ["C", "C", "C", "H", "H", "H", "H", "H", "H", "H", "H", "H", "N", "O"], "positions_angstrom": [[-0.44097, 1.38712, 0.08167], [-0.30486, -0.05875, -0.38100], [0.92301, -0.70288, 0.26950], [-0.65329, 1.39840, 1.17082], [-1.26899, 1.88456, -0.41629], [0.51048, 1.92867, -0.06571], [-0.19252, -0.11321, -1.47108], [-1.70304, -0.73334, 0.93272], [-1.41408, -1.75401, -0.33481], [0.95550, -1.76219, -0.00778], [0.80900, -0.66176, 1.36898], [2.19505, -0.00741, -1.02239], [-1.54202, -0.78002, -0.08081], [2.12672, -0.02516, -0.04382]], "lowdin_charge": [-0.07, -0.48, -0.26, 0.09, 0.07, 0.08, 0.14, 0.08, 0.06, 0.11, 0.13, 0.10, 0.03, -0.08], "homo_ev": -9.400, "charge": 0, "homo_lumo_gap_ev": 10.4, "multiplicity": 1, "smiles": "C[C@H](N)CO"}

What did the fourth record say?
{"formula": "C6H4F5O2", "method": "ωB97M-V with the def2-TZVPD basis set", "elements": ["C", "C", "C", "C", "C", "C", "O", "O", "F", "F", "F", "F", "F", "H", "H", "H", "H"], "positions_angstrom": [[1.22218, 1.86076, -0.10022], [0.24807, 0.75081, 0.61430], [0.30084, -0.74055, 0.43828], [-0.81561, -0.17380, -0.47288], [1.61375, -1.03653, -0.15366], [-2.25956, -0.28376, -0.07631], [1.35928, 2.84067, 0.60815], [1.62556, 1.55303, -1.22403], [0.00329, -1.45996, 1.52296], [-0.72525, 0.05763, -1.83087], [-2.91540, 0.84416, -0.53357], [-2.83837, -1.35847, -0.81169], [-2.49069, -0.52686, 1.23051], [-0.17756, 0.97262, 1.55998], [2.33061, -0.84689, 0.66243], [1.81466, -0.38514, -1.03281], [1.70419, -2.06773, -0.40057]], "lowdin_charge": [-0.71, 0.08, -0.50, -0.14, -0.01, -0.46, -0.03, -0.05, 0.08, 0.07, 0.10, 0.05, 0.14, 0.11, 0.11, 0.09, 0.06], "homo_ev": -4.901, "charge": -1, "homo_lumo_gap_ev": 8.6, "multiplicity": 1, "smiles": "C[C@@]1(F)[C@@H](C(=O)[O-])[C@]1(F)C(F)(F)F"}